Here is 3 unconnected molecules or ions with the total composition C4H15NO2 from the OMol25 dataset. Energies are from ωB97M-V with the def2-TZVPD basis set.

Values from the calculation:
Relative energy (zero: lowest compared OMol25 entry of this formula, charge and spin) in kcal/mol: 26.84
Lowest unoccupied orbital energy in eV: 0.8800
Orbital gap in eV: 9.785
SMILES: CCCCN.O.O
E_tot in eV: -9975.9222

Each line ends with the Mulliken charge.
Element x y z (Å)
C1 1.45 1.58 2.35  -1.12
C2 0.40 2.17 1.39  -0.30
C3 -0.37 1.13 0.61  -0.84
C4 0.51 0.33 -0.38  -0.48
N1 0.64 0.92 -1.69  -0.54
H1 2.48 1.91 2.25  0.30
H2 1.44 0.48 2.31  0.31
H3 1.23 1.78 3.41  0.31
H4 -0.25 2.86 1.94  0.37
H5 0.91 2.81 0.70  0.23
H6 -0.90 0.44 1.28  0.32
H7 -1.14 1.60 0.00  0.37
H8 0.19 -0.70 -0.43  0.31
H9 1.50 0.29 0.05  0.32
H10 0.94 1.88 -1.58  0.20
H11 -0.13 0.84 -2.33  0.25
O1 -3.71 -3.94 -0.69  -0.63
H12 -3.82 -3.60 0.20  0.32
H13 -4.27 -4.73 -0.69  0.32
O2 0.58 -2.64 -2.93  -0.62
H14 1.15 -2.28 -2.24  0.32
H15 1.16 -3.14 -3.51  0.31

Here is 3 unconnected molecules or ions with the total composition C4H15NO2 from the OMol25 dataset. Energies are from ωB97M-V with the def2-TZVPD basis set.

Values from the calculation:
Relative energy (zero: lowest compared OMol25 entry of this formula, charge and spin) in kcal/mol: 17.88
Lowest unoccupied orbital energy in eV: 0.7836
Orbital gap in eV: 9.818
SMILES: CCCCN.O.O
E_tot in eV: -9976.3107

Each line ends with the Mulliken charge.
Element x y z (Å)
C1 -1.95 -0.88 0.65  -1.12
C2 -0.65 -0.82 1.44  -0.27
C3 -0.28 0.57 1.93  -0.78
C4 -0.12 1.61 0.82  -0.58
N1 0.86 1.25 -0.20  -0.41
H1 -2.46 -1.84 0.73  0.38
H2 -1.87 -0.63 -0.41  0.16
H3 -2.67 -0.18 1.06  0.36
H4 -0.80 -1.43 2.34  0.29
H5 0.15 -1.33 0.91  0.30
H6 -1.05 0.97 2.59  0.36
H7 0.67 0.51 2.46  0.30
H8 0.09 2.56 1.30  0.37
H9 -1.08 1.76 0.33  0.21
H10 0.97 0.25 -0.22  0.26
H11 1.73 1.76 -0.22  0.22
O1 1.58 -1.85 -1.26  -0.65
H12 0.65 -2.10 -1.27  0.32
H13 1.68 -1.32 -2.06  0.32
O2 0.45 0.31 -2.62  -0.67
H14 -0.45 0.10 -2.89  0.29
H15 0.51 1.17 -2.18  0.35

Here is 4 unconnected molecules or ions with the total composition C4H15NO3 from the OMol25 dataset. Energies are from ωB97M-V with the def2-TZVPD basis set.

Values from the calculation:
Relative energy (zero: lowest compared OMol25 entry of this formula, charge and spin) in kcal/mol: 58.24
2S+1: 2
<S²>: 0.751
Lowest unoccupied orbital energy (alpha / beta) in eV: 3.7029 / 3.4600
Orbital gap (alpha / beta) in eV: 2.852 / 8.509
Total charge: -1
E_tot in eV: -12020.7640

Each line ends with the Mulliken spin population.
Element x y z (Å)
C1 0.68 2.94 -0.35  0.23
C2 -0.70 2.46 -0.05  0.10
C3 -1.04 1.29 -0.61  0.20
N1 -2.28 0.70 -0.14  -0.04
C4 -2.43 -0.70 -0.57  0.46
H1 1.39 2.64 0.30  -0.17
H2 0.97 2.69 -1.35  -0.01
H3 0.56 4.09 -0.41  -0.02
H4 -1.41 2.95 0.63  -0.10
H5 -0.54 0.75 -1.41  -0.09
H6 -3.01 1.28 -0.38  -0.03
H7 -3.47 -0.79 -0.94  0.01
H8 -1.72 -1.00 -1.33  -0.09
H9 -2.56 -1.39 0.30  -0.06
H10 0.91 -0.81 3.25  -0.47
H11 -0.08 -0.69 2.11  0.21
O1 0.51 -1.36 2.51  0.59
H12 0.03 -3.43 -0.33  -0.01
H13 -0.10 -2.03 0.06  -0.02
O2 -0.30 -2.58 -0.71  0.14
H14 4.02 -2.11 -0.16  -0.09
H15 5.00 -0.97 0.02  -0.17
O3 4.40 -1.31 -0.53  0.44

Here is 4 unconnected molecules or ions with the total composition C4H15NO3 from the OMol25 dataset. Energies are from ωB97M-V with the def2-TZVPD basis set.

Values from the calculation:
Relative energy (zero: lowest compared OMol25 entry of this formula, charge and spin) in kcal/mol: 19.10
2S+1: 2
<S²>: 0.750
Lowest unoccupied orbital energy (alpha / beta) in eV: 3.5071 / 3.4535
Orbital gap (alpha / beta) in eV: 2.930 / 9.432
Total charge: -1
E_tot in eV: -12022.4613

Each line ends with the Mulliken spin population.
Element x y z (Å)
C1 -1.42 -0.09 1.35  0.08
C2 -0.12 -0.88 1.53  0.12
C3 0.97 0.09 1.87  0.10
C4 1.50 0.13 3.09  0.05
N1 -1.37 0.69 0.13  -0.01
H1 -1.60 0.56 2.21  0.03
H2 -2.29 -0.78 1.37  -0.09
H3 0.09 -1.42 0.60  -0.17
H4 -0.25 -1.57 2.37  0.11
H5 1.42 0.68 1.08  -0.01
H6 1.26 -0.61 3.82  0.02
H7 2.26 0.82 3.46  0.01
H8 -2.09 1.38 0.00  0.00
H9 -1.31 0.10 -0.69  0.00
H10 0.81 3.03 -1.29  -0.02
H11 1.02 2.54 0.12  0.00
O1 1.37 3.17 -0.52  0.05
H12 0.12 -3.51 -2.71  -0.40
H13 0.97 -2.38 -2.05  -0.05
O2 0.51 -2.64 -2.88  0.97
H14 -0.34 -0.73 -2.94  -0.15
H15 -1.85 -0.78 -3.20  -0.13
O3 -1.17 -0.24 -2.80  0.51

Here is 4 unconnected molecules or ions with the total composition C4H15NO3 from the OMol25 dataset. Energies are from ωB97M-V with the def2-TZVPD basis set.

Values from the calculation:
Relative energy (zero: lowest compared OMol25 entry of this formula, charge and spin) in kcal/mol: 42.66
Lowest unoccupied orbital energy in eV: 0.3164
Orbital gap in eV: 9.841
SMILES: C=NCCC.O.O.O
E_tot in eV: -12022.3683

Each line ends with the Mulliken charge.
Element x y z (Å)
C1 1.18 2.32 1.65  -0.34
N1 0.74 1.46 0.85  -0.31
C2 0.36 1.50 -0.57  -0.51
C3 1.24 0.47 -1.25  -0.21
C4 0.97 0.41 -2.78  -1.11
H1 1.49 3.36 1.54  0.26
H2 1.37 1.82 2.62  0.24
H3 -0.68 1.16 -0.45  0.16
H4 0.49 2.52 -0.95  0.40
H5 2.24 0.86 -1.10  0.31
H6 1.13 -0.49 -0.72  0.13
H7 1.31 -0.55 -3.18  0.33
H8 -0.08 0.55 -3.02  0.34
H9 1.64 1.14 -3.20  0.30
O1 0.29 -3.61 2.19  -0.65
H10 0.64 -3.02 1.53  0.30
H11 -0.60 -3.29 2.41  0.35
O2 -1.41 -1.61 1.84  -0.65
H12 -2.31 -1.45 2.08  0.28
H13 -0.89 -0.80 1.77  0.34
O3 -3.04 -1.04 -0.79  -0.62
H14 -2.29 -0.78 -0.23  0.32
H15 -3.79 -0.92 -0.22  0.30

Here is 3 unconnected molecules or ions with the total composition C4H15NO3 from the OMol25 dataset. Energies are from ωB97M-V with the def2-TZVPD basis set.

Values from the calculation:
Relative energy (zero: lowest compared OMol25 entry of this formula, charge and spin) in kcal/mol: 22.15
Lowest unoccupied orbital energy in eV: 0.4348
Orbital gap in eV: 9.077
SMILES: NCCCCO.O.O
E_tot in eV: -12023.2579

Each line ends with the Mulliken charge.
Element x y z (Å)
N1 -0.89 1.11 -1.42  -0.46
C1 0.40 0.48 -1.66  -0.57
C2 0.48 -1.05 -1.49  -0.66
C3 0.04 -1.45 -0.08  -0.37
C4 0.88 -0.92 1.06  -0.33
O1 1.43 -2.00 1.86  -0.58
H1 -1.33 0.95 -0.52  0.19
H2 -1.51 1.04 -2.21  0.21
H3 0.76 0.74 -2.65  0.39
H4 1.14 0.89 -0.96  0.26
H5 1.53 -1.29 -1.64  0.29
H6 -0.15 -1.51 -2.24  0.35
H7 -0.09 -2.53 0.02  0.40
H8 -1.00 -1.11 -0.02  0.13
H9 0.27 -0.38 1.79  0.09
H10 1.70 -0.30 0.73  0.40
H11 2.34 -2.17 1.62  0.30
O2 1.06 2.44 1.51  -0.62
H12 0.20 2.76 1.21  0.31
H13 1.75 3.03 1.19  0.30
O3 -2.78 0.20 1.08  -0.60
H14 -2.47 0.88 1.68  0.30
H15 -3.74 0.18 1.15  0.29

Here is a molecular structure, C4H15NO3 from the OMol25 dataset. Energies are from ωB97M-V with the def2-TZVPD basis set.

Values from the calculation:
Relative energy (zero: lowest compared OMol25 entry of this formula, charge and spin) in kcal/mol: 164.90
Lowest unoccupied orbital energy in eV: -2.6910
Orbital gap in eV: 4.616
E_tot in eV: -12017.0676

Each line ends with the Mulliken charge.
Element x y z (Å)
C1 -0.23 -0.33 1.19  -0.70
C2 0.91 -1.32 1.11  0.74
C3 1.77 -0.89 -0.20  -0.38
N1 1.43 -0.45 -1.49  -0.46
C4 0.77 -2.44 2.04  -1.23
H1 -0.02 0.38 0.38  0.11
H2 -0.08 0.22 2.12  0.33
H3 -1.26 -0.67 1.09  0.33
H4 2.85 -0.88 -0.10  0.42
H5 0.48 -0.83 -1.69  0.34
H6 1.23 -1.93 -0.08  0.08
H7 1.08 -2.20 3.06  0.36
H8 1.46 -3.24 1.70  0.38
H9 -0.18 -2.98 2.01  0.33
H10 -2.88 3.17 -1.51  0.20
H11 -0.62 3.13 -0.76  0.39
O1 -2.34 2.54 -1.02  -0.99
H12 1.35 0.57 -1.60  0.33
H13 0.61 3.31 0.21  0.28
O2 0.37 3.20 -0.71  -0.68
H14 -2.36 -0.30 -1.83  0.20
H15 -2.26 1.44 -1.64  0.42
O3 -2.09 0.51 -2.27  -0.81

Here is 4 unconnected molecules or ions with the total composition C4H15O4 from the OMol25 dataset. Energies are from ωB97M-V with the def2-TZVPD basis set.

Values from the calculation:
Relative energy (zero: lowest compared OMol25 entry of this formula, charge and spin) in kcal/mol: 145.27
Lowest unoccupied orbital energy in eV: 3.5037
Orbital gap in eV: 5.374
Total charge: -1
E_tot in eV: -12576.5188

Each line ends with the Mulliken charge.
Element x y z (Å)
C1 -11.47 -0.44 -16.00  -0.67
O1 -10.81 -1.67 -16.16  -0.84
H1 -12.35 -0.43 -16.65  0.15
H2 -11.66 -0.09 -14.98  0.06
H3 -10.93 0.40 -16.43  0.26
C2 -12.23 -0.86 -13.05  -0.32
O2 -12.09 -2.27 -13.00  -0.58
H4 -12.99 -0.70 -13.81  0.22
H5 -12.66 -0.57 -12.09  0.29
H6 -11.29 -0.46 -13.41  0.09
H7 -11.45 -2.61 -13.63  0.34
C3 -12.67 -2.35 -19.00  -0.73
O3 -11.88 -2.31 -17.82  -0.31
H8 -12.03 -2.72 -19.80  0.23
H9 -13.48 -3.03 -18.73  0.19
H10 -13.08 -1.35 -19.17  0.28
H11 -11.30 -1.54 -17.81  0.30
C4 -9.80 1.57 -15.00  -0.69
O4 -8.74 0.68 -15.37  -0.44
H12 -9.49 2.59 -14.77  0.39
H13 -10.38 1.79 -15.89  0.41
H14 -10.30 1.22 -14.10  0.13
H15 -8.09 1.26 -15.78  0.27

Here is a molecular structure, C4H16AlN8O4 from the OMol25 dataset. Energies are from ωB97M-V with the def2-TZVPD basis set.

Values from the calculation:
Relative energy (zero: lowest compared OMol25 entry of this formula, charge and spin) in kcal/mol: 28.35
Lowest unoccupied orbital energy in eV: -15.8581
Orbital gap in eV: 3.598
Total charge: +3
E_tot in eV: -31086.3912

Each line ends with the Mulliken charge.
Element x y z (Å)
Al1 1.65 -1.41 0.94  1.36
C1 3.64 1.83 -0.24  0.67
O1 2.77 0.99 0.17  -0.43
N1 3.53 2.56 -1.33  -0.33
N2 4.71 2.09 0.54  -0.37
H1 4.03 3.41 -1.53  0.24
H2 2.82 2.22 -1.97  0.26
H3 4.79 1.62 1.42  0.23
H4 5.48 2.70 0.28  0.21
C2 -0.59 -1.63 -2.29  0.61
O2 0.46 -1.54 -1.61  -0.39
N3 -1.79 -1.66 -1.67  -0.20
N4 -0.63 -1.61 -3.64  -0.39
H5 -2.64 -1.63 -2.22  0.21
H6 -1.77 -1.77 -0.66  0.11
H7 -1.58 -1.68 -3.99  0.21
H8 0.01 -1.05 -4.19  0.28
C3 -1.83 -2.44 1.99  0.72
O3 -1.06 -1.97 1.08  -0.59
N5 -1.49 -3.54 2.66  -0.38
N6 -2.93 -1.82 2.43  -0.29
H9 -0.65 -3.99 2.33  0.21
H10 -2.03 -3.97 3.40  0.20
H11 -3.23 -0.90 2.16  0.16
H12 -3.55 -2.18 3.14  0.23
C4 -0.68 1.79 0.37  0.66
O4 0.15 0.85 0.23  -0.30
N7 -0.29 3.07 0.32  -0.34
N8 -2.00 1.58 0.37  -0.33
H13 -0.97 3.81 0.39  0.20
H14 0.70 3.25 0.25  0.16
H15 -2.62 2.36 0.53  0.22
H16 -2.42 0.66 0.32  0.18

Here is a molecular structure, C4H16BCl2MgO4S from the OMol25 dataset. Energies are from ωB97M-V with the def2-TZVPD basis set.

Values from the calculation:
Relative energy (zero: lowest compared OMol25 entry of this formula, charge and spin) in kcal/mol: 28.76
Lowest unoccupied orbital energy in eV: 2.4547
Orbital gap in eV: 7.906
Total charge: -1
E_tot in eV: -54603.1776

Each line ends with the Mulliken charge.
Element x y z (Å)
Mg1 1.23 -1.12 -0.05  0.59
Cl1 0.03 -0.84 -2.01  -0.75
Cl2 1.13 -2.96 1.19  -0.70
B1 2.93 0.16 1.03  0.23
H1 2.26 0.23 0.10  -0.10
H2 3.36 -0.92 1.02  -0.12
H3 3.83 0.90 0.97  -0.25
H4 2.26 0.28 1.96  -0.26
O1 -0.03 0.00 1.14  -0.15
S1 -1.25 0.68 1.46  1.12
O2 -1.25 1.74 2.44  -0.66
O3 -1.82 1.29 0.05  -0.17
C1 -2.78 2.35 0.15  -0.31
C2 -3.01 2.87 -1.25  -1.19
C3 -2.50 -0.61 1.77  -0.91
H5 -2.31 3.11 0.79  0.33
H6 -3.69 2.06 0.68  0.36
H7 -3.21 2.10 -2.00  0.32
H8 -2.10 3.37 -1.56  0.30
H9 -3.95 3.42 -1.29  0.37
H10 -3.34 -0.31 1.15  0.34
H11 -2.73 -0.54 2.83  0.33
H12 -2.09 -1.54 1.41  0.31
C4 3.03 -2.93 -2.17  -0.71
O4 3.04 -1.89 -1.19  -0.37
H13 4.07 -3.19 -2.38  0.27
H14 2.43 -3.77 -1.85  0.23
H15 2.60 -2.56 -3.11  0.28
H16 3.84 -1.37 -1.30  0.26